Entry 1:
{
  "formula": "C18H27BrNO4P2Sr",
  "method": "ωB97M-V/def2-TZVPD",
  "total_energy_ha": -4345.017269,
  "lumo_ev": -3.859,
  "homo_energy_ev": -7.380,
  "gap_ev": 3.52,
  "de_lowest_kcal_mol": 122.5,
  "charge": 1,
  "elements": ["Sr", "P", "C", "C", "N", "C", "C", "C", "C", "C", "P", "H", "H", "H", "H", "H", "H", "H", "H", "O", "H", "H", "O", "H", "C", "H", "H", "H", "C", "H", "H", "H", "C", "H", "H", "H", "C", "H", "H", "H", "Br", "C", "C", "C", "C", "C", "C", "C", "O", "O", "H", "H", "H", "H"],
  "coordinates": [[-0.1750, -0.1947, -1.5030], [-2.2873, 1.6058, 0.5660], [-1.0996, 2.8481, 1.1173], [0.2164, 2.5029, 1.4896], [0.8556, 1.3272, 1.0976], [1.9937, 0.9935, 1.7404], [2.5918, 1.7935, 2.7233], [2.0641, 3.0594, 3.0156], [0.9214, 3.4369, 2.3209], [2.7115, -0.3254, 1.4776], [2.5851, -1.1541, -0.1874], [0.4859, 4.4479, 2.3905], [3.4732, 1.4283, 3.2605], [2.5344, 3.7276, 3.7552], [3.7980, -0.1628, 1.6553], [2.3560, -1.0894, 2.2034], [0.1712, 4.1575, -2.2287], [-1.2690, 3.8939, 0.8272], [2.4220, -0.1790, -5.2401], [0.1291, 3.2161, -2.3731], [0.7875, 3.0652, -3.0781], [-1.1984, -2.7036, -2.9991], [2.7862, 0.0115, -4.3629], [2.6302, -0.8730, -3.9449], [4.0656, -0.3979, -0.9808], [4.9927, -0.6593, -0.4464], [4.1399, -0.7471, -2.0190], [3.9482, 0.6930, -0.9975], [3.3514, -2.7824, 0.2448], [3.1122, -3.4889, -0.5606], [4.4453, -2.7391, 0.3419], [2.9323, -3.1842, 1.1762], [-3.0526, 1.4645, 2.2504], [-3.7014, 2.3391, 2.4389], [-3.6252, 0.5274, 2.3497], [-2.2256, 1.4585, 2.9839], [-3.4819, 2.6759, -0.3816], [-4.2360, 2.0018, -0.8280], [-3.9975, 3.4225, 0.2525], [-2.9642, 3.1900, -1.2100], [-2.5568, -3.5493, -4.2413], [-3.1513, -4.3169, -2.5370], [-4.0607, -5.3740, -2.6020], [-4.6707, -5.8380, -1.4201], [-4.3312, -5.2586, -0.1922], [-3.3892, -4.2239, -0.1240], [-2.7974, -3.7409, -1.3023], [-1.9106, -2.5959, -1.1813], [-2.0516, -1.6185, -0.4394], [-0.8184, -2.5589, -2.0525], [-4.3048, -5.8715, -3.5336], [-5.3628, -6.6838, -1.4378], [-4.7914, -5.5990, 0.7482], [-3.1515, -3.7177, 0.8217]]
}

---

Entry 2:
{
  "formula": "C18H27Cl3IrN2O4",
  "method": "ωB97M-V/def2-TZVPD",
  "total_energy_ha": -2597.359074,
  "lumo_ev": [4.911, 4.631],
  "homo_energy_ev": [1.430, -0.641],
  "gap_ev": [3.48, 5.27],
  "de_lowest_kcal_mol": 39.9,
  "charge": -2,
  "spin_multiplicity": 6,
  "elements": ["C", "C", "C", "C", "C", "C", "C", "C", "C", "C", "Ir", "Cl", "Cl", "Cl", "H", "H", "H", "H", "H", "H", "H", "H", "H", "H", "H", "H", "H", "H", "H", "O", "H", "C", "C", "C", "C", "C", "C", "O", "N", "C", "O", "N", "C", "O", "H", "H", "H", "H", "H", "H", "H", "H", "H", "H", "H"],
  "coordinates": [[-1.2767, 0.4578, -2.5650], [-1.3759, -0.8338, -3.2868], [-0.1058, -1.3670, -3.4916], [-2.6346, -1.4907, -3.6642], [0.8654, -0.4147, -3.0447], [0.1993, 0.7187, -2.5644], [0.8171, 2.0476, -2.3618], [-2.2060, 1.5850, -2.8754], [0.1715, -2.7180, -4.0176], [2.3324, -0.6175, -3.0640], [-1.1660, -0.2948, -0.6795], [-2.0768, -2.5364, -1.1617], [-3.4423, -0.1205, -0.3327], [0.3132, -2.0896, -0.5091], [-3.4958, -0.8249, -3.6865], [-2.7992, -2.2185, -2.8437], [-2.5500, -2.0212, -4.6091], [-0.5634, -3.4611, -3.6744], [1.1704, -3.0652, -3.7239], [0.1383, -2.6770, -5.1135], [2.6336, -1.5586, -2.5786], [2.8340, 0.2121, -2.5555], [2.6870, -0.6370, -4.1028], [1.8117, 1.9482, -1.8999], [0.1893, 2.6531, -1.6998], [0.9397, 2.5915, -3.3244], [-3.2333, 1.2659, -2.7026], [-2.0928, 1.8950, -3.9256], [-1.9685, 2.4190, -2.2107], [-1.0865, 1.6387, -0.1490], [-0.1854, 1.6507, 0.2659], [1.1879, 2.7333, 3.6259], [0.2139, 1.6550, 4.0538], [0.3699, 0.1873, 3.5243], [1.7552, -0.4054, 3.9797], [3.0385, 0.2161, 3.4696], [-0.7090, -0.6382, 4.2376], [-0.9193, -0.5932, 5.4452], [-1.4628, -1.4632, 3.4449], [-1.5505, -1.4950, 2.0449], [-2.2234, -2.3625, 1.4971], [-0.8474, -0.4870, 1.3522], [0.2009, 0.1402, 1.9606], [1.0736, 0.7410, 1.2879], [2.0249, 2.7933, 4.3325], [0.6575, 3.6993, 3.6255], [1.5601, 2.5180, 2.6186], [0.1926, 1.5839, 5.1490], [-0.8060, 1.9420, 3.7773], [1.7455, -0.4063, 5.0819], [1.7182, -1.4631, 3.6937], [3.2797, 1.1195, 4.0424], [3.8515, -0.5169, 3.5987], [2.9162, 0.4732, 2.4053], [-2.1118, -2.1079, 3.9038]]
}

---

Entry 3:
{
  "formula": "C18H27Cu2N9O4P",
  "method": "ωB97M-V/def2-TZVPD",
  "total_energy_ha": -5118.255284,
  "lumo_ev": 1.334,
  "homo_energy_ev": -6.002,
  "gap_ev": 7.34,
  "de_lowest_kcal_mol": 50.5,
  "charge": -1,
  "elements": ["Cu", "Cu", "P", "O", "O", "O", "O", "C", "C", "N", "H", "H", "H", "C", "C", "N", "H", "H", "H", "C", "C", "N", "H", "H", "H", "C", "C", "N", "H", "H", "H", "C", "C", "N", "H", "H", "H", "C", "C", "N", "H", "H", "H", "C", "C", "N", "H", "H", "H", "C", "C", "N", "H", "H", "H", "C", "C", "N", "H", "H", "H"],
  "coordinates": [[-2.2205, -2.4070, -0.2824], [1.4751, -2.3825, -0.9924], [-0.1549, -0.8086, -0.1851], [1.3568, -0.3916, -0.2890], [-1.2109, 0.2110, 0.4056], [-0.1701, -2.1708, 0.5942], [-0.5856, -1.3627, -1.5827], [-3.9582, 0.9189, -1.0168], [-3.8005, 2.3319, -0.7197], [-3.7607, 3.4694, -0.5167], [-4.3930, 0.3194, -0.2170], [-3.0228, 0.3772, -1.1566], [-4.4733, 0.8017, -1.9702], [0.2643, -0.8083, 3.5792], [1.5212, -0.6544, 4.3605], [2.4828, -0.5098, 4.9991], [-0.4654, -0.5442, 4.3446], [0.1409, -1.8353, 3.2354], [0.1991, -0.0088, 2.8412], [-0.6287, 3.1571, 1.6065], [-1.2792, 3.6440, 2.8463], [-1.7880, 4.0479, 3.7982], [0.2590, 3.7429, 1.3675], [-1.2739, 3.1859, 0.7285], [-0.4605, 2.0815, 1.6606], [0.1926, -5.8636, 0.3913], [0.0087, -6.4389, 1.7509], [-0.0862, -6.8189, 2.8427], [-0.6642, -5.9221, -0.2800], [1.0230, -6.2853, -0.1750], [0.3516, -4.8000, 0.5687], [-0.5383, 2.0707, -1.8082], [-0.0427, 2.2963, -3.1328], [0.3465, 2.4860, -4.2092], [0.2412, 1.7379, -1.1229], [-1.2811, 1.2731, -1.7942], [-0.9802, 3.0257, -1.5241], [3.3143, 1.2060, 1.6399], [3.3353, 2.6465, 1.6771], [3.4162, 3.8242, 1.7798], [3.5159, 0.9530, 0.5990], [2.3373, 0.9149, 2.0258], [4.0212, 0.7481, 2.3318], [3.6394, 1.2119, -2.1997], [3.4419, -0.2427, -2.4814], [3.2420, -1.3736, -2.6731], [4.6848, 1.5028, -2.3030], [3.1419, 1.4951, -1.2721], [3.2110, 1.8340, -2.9857], [0.3742, -1.0188, -4.6545], [1.4684, -0.4735, -5.5080], [2.3641, -0.0277, -6.1495], [-0.1364, -1.8499, -5.1412], [-0.3783, -0.2871, -4.3604], [0.7790, -1.5837, -3.8148], [-2.9057, 0.3201, 2.6172], [-3.4002, -0.9425, 2.1094], [-3.8174, -1.9630, 1.7154], [-3.0601, 1.0750, 1.8463], [-1.8238, 0.2300, 2.7142], [-3.3892, 0.6354, 3.5419]]
}

---

Entry 4:
{
  "formula": "C18H27LuN2O6P2",
  "method": "ωB97M-V/def2-TZVPD",
  "total_energy_ha": -3180.687866,
  "lumo_ev": [-7.982, -7.981],
  "homo_energy_ev": [-11.756, -11.757],
  "gap_ev": [3.77, 3.78],
  "de_lowest_kcal_mol": 86.2,
  "charge": 2,
  "elements": ["Lu", "P", "C", "C", "N", "C", "C", "C", "C", "C", "P", "H", "H", "H", "H", "H", "H", "H", "H", "O", "H", "H", "O", "H", "C", "H", "H", "H", "C", "H", "H", "H", "C", "H", "H", "H", "C", "H", "H", "H", "O", "C", "O", "C", "C", "C", "C", "C", "C", "N", "O", "O", "H", "H", "H", "H"],
  "coordinates": [[-0.2513, 0.3883, -0.8215], [1.5779, 2.4625, -0.4592], [2.5357, 2.2030, -1.9186], [2.6114, 0.9173, -2.4901], [1.8018, -0.1317, -2.0008], [2.1850, -1.4134, -2.2959], [3.2923, -1.7060, -3.0798], [3.9536, -0.6753, -3.7408], [3.5809, 0.6315, -3.5005], [1.4185, -2.6032, -1.7257], [-0.3821, -2.3617, -1.3858], [4.0879, 1.4832, -3.9701], [3.5724, -2.7596, -3.2188], [4.7715, -0.9067, -4.4352], [1.4870, -3.4445, -2.4465], [1.8882, -2.9402, -0.7743], [-1.8833, 2.2360, -3.4777], [2.9277, 3.0598, -2.4786], [-5.6007, -1.1692, -3.4152], [-1.3618, 1.5169, -3.0694], [-1.5621, 0.7717, -3.6586], [-2.6343, 0.0028, 0.9372], [-4.7034, -0.8727, -3.5461], [-4.1428, -1.1484, -2.8092], [-1.0783, -3.0476, -2.9387], [-0.7620, -4.0951, -3.0644], [-2.1756, -3.0050, -2.8851], [-0.7431, -2.4593, -3.8031], [-0.6243, -3.8250, -0.3122], [-1.5956, -3.7259, 0.1886], [-0.6219, -4.7518, -0.9069], [0.1669, -3.8812, 0.4469], [2.9022, 2.7272, 0.7743], [3.3590, 3.7199, 0.6272], [2.4640, 2.6425, 1.7767], [3.6713, 1.9540, 0.6305], [0.7828, 4.0936, -0.6148], [0.2076, 4.2875, 0.3028], [1.5519, 4.8659, -0.7475], [0.0953, 4.0839, -1.4722], [0.3051, 0.3846, 1.3693], [-0.8374, 0.1186, 1.8485], [-1.7103, -0.1843, 0.7851], [-1.2741, 0.1845, 3.1880], [-2.6500, 0.2707, 3.4977], [-3.0335, 0.4723, 4.8145], [-2.0624, 0.6103, 5.8176], [-0.6925, 0.4669, 5.5322], [-0.2878, 0.2582, 4.2116], [-2.4827, 0.8494, 7.1553], [-3.7066, 0.9292, 7.4110], [-1.6279, 0.9615, 8.0617], [-3.4123, 0.2516, 2.7142], [-4.0870, 0.5462, 5.0448], [0.0136, 0.5468, 6.3438], [0.7754, 0.2092, 3.9840]]
}

---

Copy entry 4 word for word.
{
  "formula": "C18H27LuN2O6P2",
  "method": "ωB97M-V/def2-TZVPD",
  "total_energy_ha": -3180.687866,
  "lumo_ev": [-7.982, -7.981],
  "homo_energy_ev": [-11.756, -11.757],
  "gap_ev": [3.77, 3.78],
  "de_lowest_kcal_mol": 86.2,
  "charge": 2,
  "elements": ["Lu", "P", "C", "C", "N", "C", "C", "C", "C", "C", "P", "H", "H", "H", "H", "H", "H", "H", "H", "O", "H", "H", "O", "H", "C", "H", "H", "H", "C", "H", "H", "H", "C", "H", "H", "H", "C", "H", "H", "H", "O", "C", "O", "C", "C", "C", "C", "C", "C", "N", "O", "O", "H", "H", "H", "H"],
  "coordinates": [[-0.2513, 0.3883, -0.8215], [1.5779, 2.4625, -0.4592], [2.5357, 2.2030, -1.9186], [2.6114, 0.9173, -2.4901], [1.8018, -0.1317, -2.0008], [2.1850, -1.4134, -2.2959], [3.2923, -1.7060, -3.0798], [3.9536, -0.6753, -3.7408], [3.5809, 0.6315, -3.5005], [1.4185, -2.6032, -1.7257], [-0.3821, -2.3617, -1.3858], [4.0879, 1.4832, -3.9701], [3.5724, -2.7596, -3.2188], [4.7715, -0.9067, -4.4352], [1.4870, -3.4445, -2.4465], [1.8882, -2.9402, -0.7743], [-1.8833, 2.2360, -3.4777], [2.9277, 3.0598, -2.4786], [-5.6007, -1.1692, -3.4152], [-1.3618, 1.5169, -3.0694], [-1.5621, 0.7717, -3.6586], [-2.6343, 0.0028, 0.9372], [-4.7034, -0.8727, -3.5461], [-4.1428, -1.1484, -2.8092], [-1.0783, -3.0476, -2.9387], [-0.7620, -4.0951, -3.0644], [-2.1756, -3.0050, -2.8851], [-0.7431, -2.4593, -3.8031], [-0.6243, -3.8250, -0.3122], [-1.5956, -3.7259, 0.1886], [-0.6219, -4.7518, -0.9069], [0.1669, -3.8812, 0.4469], [2.9022, 2.7272, 0.7743], [3.3590, 3.7199, 0.6272], [2.4640, 2.6425, 1.7767], [3.6713, 1.9540, 0.6305], [0.7828, 4.0936, -0.6148], [0.2076, 4.2875, 0.3028], [1.5519, 4.8659, -0.7475], [0.0953, 4.0839, -1.4722], [0.3051, 0.3846, 1.3693], [-0.8374, 0.1186, 1.8485], [-1.7103, -0.1843, 0.7851], [-1.2741, 0.1845, 3.1880], [-2.6500, 0.2707, 3.4977], [-3.0335, 0.4723, 4.8145], [-2.0624, 0.6103, 5.8176], [-0.6925, 0.4669, 5.5322], [-0.2878, 0.2582, 4.2116], [-2.4827, 0.8494, 7.1553], [-3.7066, 0.9292, 7.4110], [-1.6279, 0.9615, 8.0617], [-3.4123, 0.2516, 2.7142], [-4.0870, 0.5462, 5.0448], [0.0136, 0.5468, 6.3438], [0.7754, 0.2092, 3.9840]]
}